Record 1
Entry from the OMol25 dataset: the molecule C22H29NO2 (wB97M-V/def2-TZVPD).

```
54
Properties=species:S:1:pos:R:3:forces:R:3
C -0.144 -3.604 -2.354 -0.196 0.285 -0.045
C -0.588 -2.141 -2.276 -0.321 -0.158 -0.018
C -2.004 -2.079 -1.658 0.378 -0.337 -0.178
O -2.486 -0.758 -1.762 -0.042 0.190 -0.013
C -3.690 -0.450 -1.206 -0.141 0.174 0.054
C -4.052 0.898 -1.255 0.157 -0.138 -0.058
C -5.253 1.316 -0.724 0.040 0.004 -0.022
C -6.114 0.403 -0.135 -0.160 -0.047 0.086
C -5.758 -0.931 -0.085 -0.104 0.107 0.039
C -4.554 -1.365 -0.615 0.303 -0.202 -0.115
N 0.426 -1.337 -1.628 -0.074 0.084 0.109
C 0.697 -1.642 -0.235 0.192 -0.169 0.031
C 1.704 -0.640 0.319 -0.273 -0.056 0.094
C 1.090 0.764 0.436 -0.160 0.163 0.130
C 0.395 0.889 1.806 0.389 -0.441 -0.100
O -0.389 2.047 1.949 -0.135 0.511 -0.039
C 2.185 1.848 0.280 -0.154 -0.207 0.136
C 3.287 1.759 1.298 0.053 0.124 -0.099
C 3.198 2.441 2.506 0.047 -0.023 -0.036
C 4.200 2.342 3.456 -0.012 0.045 0.110
C 5.315 1.561 3.210 0.070 -0.011 0.060
C 5.427 0.894 2.002 0.091 -0.066 0.027
C 4.424 0.996 1.055 -0.011 0.010 -0.003
C 0.042 0.938 -0.680 0.079 -0.116 -0.108
C 0.386 0.094 -1.904 0.117 0.335 -0.067
H -0.757 -4.144 -3.070 -0.070 -0.124 -0.037
H 0.892 -3.649 -2.676 0.098 -0.021 -0.018
H -0.234 -4.093 -1.387 0.015 -0.134 0.116
H -0.669 -1.755 -3.299 -0.035 -0.050 0.070
H -1.974 -2.397 -0.608 -0.046 0.017 -0.059
H -2.657 -2.769 -2.210 0.019 0.050 0.088
H -3.368 1.594 -1.714 0.088 0.091 -0.054
H -5.519 2.362 -0.767 -0.009 0.088 -0.008
H -7.054 0.731 0.281 -0.075 0.025 0.035
H -6.422 -1.652 0.371 -0.044 -0.050 0.031
H -4.303 -2.414 -0.565 0.054 -0.066 -0.014
H 1.123 -2.648 -0.183 -0.091 0.028 0.126
H -0.206 -1.628 0.396 -0.002 -0.049 0.008
H 2.556 -0.621 -0.360 0.125 -0.028 -0.001
H 2.061 -0.974 1.295 0.096 -0.031 0.004
H -0.303 0.059 1.938 0.087 -0.049 -0.033
H 1.148 0.828 2.606 -0.105 -0.083 -0.090
H 0.181 2.816 1.838 -0.087 -0.012 0.040
H 1.715 2.835 0.344 0.011 0.036 -0.092
H 2.608 1.752 -0.722 -0.041 0.082 -0.066
H 2.342 3.071 2.710 -0.112 0.050 0.006
H 4.109 2.879 4.389 -0.004 0.042 0.069
H 6.097 1.481 3.950 0.063 -0.002 0.054
H 6.301 0.294 1.794 0.070 -0.044 -0.018
H 4.532 0.483 0.111 -0.010 -0.045 -0.107
H -0.940 0.642 -0.311 -0.071 0.038 -0.007
H -0.030 1.986 -0.976 -0.056 0.058 0.029
H 1.373 0.393 -2.285 -0.092 0.143 -0.037
H -0.345 0.291 -2.689 0.090 -0.022 -0.011
```
Positions in Å, forces in eV/Å.

Results
Spin multiplicity: 1
Calculated total energy (eV): -28869.525
Strongest force on any atom (eV/Å): 0.597


Record 2
Entry from the OMol25 dataset: the molecule C22H29NO3 (wB97M-V/def2-TZVPD).

```
55
Properties=species:S:1:pos:R:3:forces:R:3
C -5.737 -2.606 0.690 -0.211 0.059 -0.075
C -6.992 -1.748 0.785 0.310 0.307 0.067
C -6.721 -0.305 1.227 -0.419 -0.369 0.131
O -6.098 0.464 0.219 0.093 0.057 -0.176
C -4.739 0.554 0.125 0.247 0.222 -0.272
C -4.269 1.193 -1.021 -0.255 -0.170 0.281
C -2.918 1.383 -1.238 0.306 0.020 -0.011
C -1.994 0.933 -0.302 -0.076 -0.108 0.148
O -0.637 1.057 -0.408 -0.108 -0.085 0.195
C -0.101 1.652 -1.569 0.445 0.149 -0.191
C 1.429 1.610 -1.472 -0.495 0.212 0.062
O 1.991 0.393 -1.876 0.145 -0.298 -0.150
C 1.709 -0.699 -1.018 -0.010 -0.423 -0.024
C 2.667 -1.858 -1.351 -0.269 0.382 -0.001
N 4.029 -1.787 -0.879 0.133 0.035 -0.009
C 4.286 -2.181 0.487 -0.001 -0.062 0.156
C 3.870 -1.151 1.548 0.004 -0.168 -0.162
C 4.144 0.262 1.102 -0.011 -0.005 0.021
C 3.966 1.309 1.999 0.013 0.065 -0.038
C 4.188 2.618 1.619 -0.046 0.045 0.136
C 4.595 2.896 0.323 0.054 0.087 -0.108
C 4.769 1.862 -0.576 0.015 0.010 0.077
C 4.543 0.544 -0.202 -0.023 0.030 0.034
C 4.739 -0.568 -1.202 0.207 -0.175 -0.130
C -2.461 0.298 0.846 0.218 0.139 -0.241
C -3.811 0.110 1.062 -0.287 -0.010 0.051
H -5.033 -2.183 -0.022 0.095 -0.035 -0.035
H -5.247 -2.682 1.659 0.107 -0.031 0.083
H -5.996 -3.609 0.361 0.055 -0.111 -0.022
H -7.687 -2.192 1.501 -0.085 0.022 -0.006
H -7.484 -1.715 -0.189 -0.113 0.019 0.036
H -7.679 0.198 1.400 0.170 -0.051 0.062
H -6.153 -0.286 2.162 -0.036 0.056 -0.027
H -4.990 1.543 -1.742 -0.088 0.039 -0.085
H -2.601 1.884 -2.139 0.056 0.038 -0.076
H -0.421 1.109 -2.469 -0.007 0.068 0.046
H -0.430 2.698 -1.645 -0.011 -0.076 -0.015
H 1.718 1.848 -0.438 0.030 0.039 -0.077
H 1.852 2.359 -2.145 -0.077 0.037 0.097
H 1.802 -0.378 0.024 -0.048 -0.035 -0.004
H 0.677 -1.044 -1.174 0.088 0.047 0.048
H 2.234 -2.785 -0.967 -0.036 -0.003 -0.060
H 2.707 -1.925 -2.444 -0.146 -0.074 0.017
H 3.789 -3.136 0.677 0.089 0.003 0.020
H 5.367 -2.346 0.560 -0.038 -0.053 0.071
H 4.410 -1.350 2.479 -0.059 -0.017 0.010
H 2.804 -1.254 1.773 0.021 -0.008 0.041
H 3.648 1.087 3.009 -0.031 -0.019 0.102
H 4.045 3.420 2.328 -0.009 0.063 0.052
H 4.770 3.917 0.017 0.015 0.084 -0.029
H 5.078 2.073 -1.590 0.021 0.039 -0.141
H 4.424 -0.234 -2.192 0.077 0.031 0.027
H 5.811 -0.812 -1.250 -0.060 0.079 -0.049
H -1.740 -0.048 1.570 0.088 -0.044 0.092
H -4.120 -0.389 1.967 -0.051 -0.052 0.052
```
Positions in Å, forces in eV/Å.

Results
Spin multiplicity: 1
Calculated total energy (eV): -30916.240
Strongest force on any atom (eV/Å): 0.573


Record 3
Entry from the OMol25 dataset: the molecule C22H29NO4 (wB97M-V/def2-TZVPD).

```
56
Properties=species:S:1:pos:R:3:forces:R:3
C 3.474 2.962 1.885 -0.065 -0.384 -0.141
C 3.836 1.510 1.604 0.393 0.337 -0.005
O 2.691 0.751 1.224 -0.183 -0.079 0.273
C 2.330 0.807 -0.057 -0.328 0.018 -0.183
O 2.881 1.490 -0.884 0.127 0.145 -0.048
C 1.137 -0.102 -0.347 -0.065 -0.262 0.010
C 1.677 -1.546 -0.433 0.391 0.208 -0.158
C 2.938 -1.668 -1.282 -0.186 -0.291 -0.054
O 4.031 -1.189 -0.528 -0.095 -0.080 0.211
C 5.151 -0.867 -1.310 0.029 0.016 -0.101
C 0.096 -0.018 0.777 0.035 0.282 0.024
C -0.540 1.377 0.817 -0.023 -0.150 0.240
N -1.171 1.769 -0.420 -0.106 0.095 -0.018
C -2.549 1.368 -0.637 -0.035 0.267 0.093
C -2.821 -0.096 -0.922 -0.153 -0.096 0.024
C -2.620 -0.541 -2.226 -0.147 -0.095 0.003
C -2.771 -1.866 -2.587 0.031 0.039 -0.059
C -3.137 -2.792 -1.624 -0.036 -0.021 -0.022
C -3.394 -2.367 -0.339 0.030 0.070 0.091
C -3.268 -1.023 0.035 0.232 0.103 -0.427
C -3.690 -0.690 1.390 -0.776 -0.786 0.440
C -4.571 -1.368 2.200 0.444 0.299 -0.505
C -4.668 -0.634 3.400 0.350 0.509 0.123
C -3.843 0.437 3.248 -0.586 -0.335 0.665
O -3.257 0.413 2.042 0.305 0.088 -0.335
C -0.245 1.671 -1.524 0.136 -0.058 -0.182
C 0.474 0.318 -1.664 0.112 0.231 0.065
H 2.701 3.016 2.648 -0.041 0.041 0.089
H 4.353 3.498 2.232 0.091 0.085 0.056
H 3.109 3.435 0.977 -0.009 0.067 -0.040
H 4.220 1.017 2.500 -0.029 0.024 -0.129
H 4.578 1.452 0.801 -0.055 -0.050 0.158
H 1.926 -1.888 0.573 -0.049 -0.102 0.038
H 0.897 -2.192 -0.840 -0.059 0.015 0.036
H 2.838 -1.089 -2.209 0.023 -0.024 0.014
H 3.113 -2.722 -1.555 -0.016 0.145 -0.021
H 5.943 -0.586 -0.619 0.058 0.010 -0.075
H 4.931 -0.026 -1.978 0.023 -0.027 0.026
H 5.480 -1.725 -1.909 0.030 0.022 0.018
H 0.565 -0.232 1.737 -0.017 -0.083 0.012
H -0.676 -0.769 0.594 0.038 -0.066 0.010
H -1.273 1.432 1.620 0.137 0.076 -0.017
H 0.247 2.114 1.023 0.018 0.000 0.106
H -3.111 1.694 0.239 -0.026 0.015 -0.214
H -2.904 1.950 -1.496 -0.047 -0.075 0.069
H -2.344 0.181 -2.982 0.058 0.097 -0.054
H -2.600 -2.174 -3.608 0.021 -0.025 -0.085
H -3.237 -3.836 -1.879 -0.018 -0.085 -0.005
H -3.694 -3.088 0.406 -0.013 -0.077 0.082
H -5.108 -2.264 1.964 -0.070 -0.170 -0.149
H -5.268 -0.870 4.255 -0.095 0.022 0.209
H -3.597 1.256 3.895 0.095 0.145 0.003
H -0.771 1.908 -2.451 0.021 0.060 -0.026
H 0.519 2.442 -1.369 -0.015 -0.031 -0.131
H 1.227 0.419 -2.446 0.003 -0.057 -0.048
H -0.234 -0.457 -1.958 0.109 -0.022 0.043
```
Positions in Å, forces in eV/Å.

Results
Spin multiplicity: 1
Calculated total energy (eV): -32964.183
Strongest force on any atom (eV/Å): 1.189


Calculated values (eV) of energy relative to the best compared isomer or geometry (same formula, charge and spin) for the records, taken in order: 1.641 3.960 2.863.